[1]
Here is 7 unconnected molecules or ions with the total composition C44H54NO2 at a distorted geometry from OMol25. Energies are from wB97M-V/def2-TZVPD.

2S+1: 1
Molecular weight: 628.9 u
Maximum force: 1.75 eV/A
E: -52080.8368 eV
Total charge: +1
LUMO level: -3.4 eV
HOMO-LUMO gap: 7.07 eV

CARTESIAN COORDINATES (ANGSTROEM)
C (2.98, -0.73, 0.67)
C (2.03, 0.30, 1.38)
C (0.92, 0.68, 0.34)
O (0.12, 1.78, 0.81)
C (-1.01, 1.92, -0.06)
C (-2.34, 1.92, 0.76)
C (-2.38, 0.85, 1.90)
N (-3.46, -0.17, 1.73)
C (-3.67, -0.59, 0.31)
C (-3.64, 0.59, -0.72)
O (-3.43, 1.88, -0.16)
H (2.44, -1.30, -0.11)
H (3.36, -1.40, 1.45)
H (3.78, -0.15, 0.18)
H (2.56, 1.24, 1.64)
H (1.51, -0.14, 2.25)
H (0.27, -0.22, 0.25)
H (1.43, 0.89, -0.62)
H (-1.00, 1.17, -0.86)
H (-0.93, 2.93, -0.51)
H (-2.40, 2.91, 1.25)
H (-1.40, 0.37, 2.07)
H (-2.62, 1.38, 2.84)
H (-3.25, -0.99, 2.30)
H (-4.33, 0.23, 2.07)
H (-2.92, -1.33, -0.01)
H (-4.66, -1.07, 0.23)
H (-4.64, 0.63, -1.20)
H (-2.94, 0.34, -1.53)
C (5.05, 6.07, 2.94)
C (3.89, 5.94, 3.69)
C (2.88, 5.08, 3.28)
C (3.04, 4.34, 2.12)
C (4.20, 4.46, 1.36)
C (5.20, 5.33, 1.77)
H (5.84, 6.74, 3.26)
H (3.78, 6.51, 4.61)
H (1.98, 4.98, 3.87)
H (2.25, 3.66, 1.80)
H (4.32, 3.88, 0.45)
H (6.10, 5.43, 1.18)
C (7.41, 10.74, 3.07)
C (7.75, 11.32, 4.29)
C (7.00, 11.06, 5.42)
C (5.90, 10.20, 5.35)
C (5.56, 9.62, 4.14)
C (6.31, 9.89, 3.00)
H (7.99, 10.95, 2.19)
H (8.61, 11.98, 4.34)
H (7.26, 11.52, 6.37)
H (5.32, 9.99, 6.24)
H (4.71, 8.95, 4.08)
H (6.04, 9.44, 2.05)
C (-0.55, 1.75, -4.95)
C (-1.66, 1.60, -4.13)
C (-2.71, 0.79, -4.53)
C (-2.65, 0.12, -5.75)
C (-1.54, 0.27, -6.56)
C (-0.49, 1.09, -6.17)
H (0.27, 2.39, -4.64)
H (-1.71, 2.12, -3.18)
H (-3.58, 0.68, -3.89)
H (-3.47, -0.52, -6.06)
H (-1.49, -0.26, -7.51)
H (0.37, 1.20, -6.81)
C (-3.92, -5.02, -0.72)
C (-3.03, -4.01, -1.04)
C (-2.99, -3.49, -2.33)
C (-3.86, -3.98, -3.30)
C (-4.76, -4.98, -2.98)
C (-4.79, -5.51, -1.69)
H (-3.95, -5.42, 0.28)
H (-2.35, -3.62, -0.29)
H (-2.29, -2.70, -2.58)
H (-3.84, -3.57, -4.30)
H (-5.44, -5.36, -3.73)
H (-5.49, -6.30, -1.44)
C (-7.61, -8.24, -2.72)
C (-8.28, -7.47, -1.78)
C (-9.43, -7.96, -1.17)
C (-9.90, -9.22, -1.49)
C (-9.23, -10.00, -2.43)
C (-8.09, -9.51, -3.05)
H (-6.72, -7.86, -3.20)
H (-7.91, -6.49, -1.52)
H (-9.96, -7.35, -0.44)
H (-10.80, -9.61, -1.01)
H (-9.60, -10.99, -2.68)
H (-7.57, -10.11, -3.78)
C (5.83, -5.85, 0.76)
C (6.35, -5.59, 2.02)
C (6.54, -4.28, 2.44)
C (6.21, -3.23, 1.59)
C (5.69, -3.48, 0.33)
C (5.50, -4.80, -0.09)
H (5.69, -6.87, 0.43)
H (6.61, -6.41, 2.68)
H (6.95, -4.08, 3.42)
H (6.36, -2.20, 1.92)
H (5.43, -2.66, -0.33)
H (5.10, -5.00, -1.07)

[2]
Here is a molecular structure, C44H55BN6O7Ta at a distorted geometry from OMol25. Energies are from wB97M-V/def2-TZVPD.

2S+1: 1
Molecular weight: 971.7 u
Maximum force: 2.87 eV/A
Energy above the lowest of the compared OMol25 structures with the same formula, charge and spin: 0.00 kcal per mole
E: -72020.8807 eV
Total charge: +1
LUMO level: -3.6 eV
HOMO-LUMO gap: 7.25 eV

CARTESIAN COORDINATES (ANGSTROEM)
Ta (11.30, 13.00, 14.01)
N (9.28, 13.25, 15.22)
C (9.43, 13.67, 16.60)
C (10.44, 12.76, 17.24)
N (11.65, 12.73, 16.47)
C (12.73, 13.57, 16.98)
C (12.59, 14.96, 16.48)
N (12.53, 14.87, 15.02)
H (8.93, 13.92, 14.58)
H (8.67, 12.42, 15.19)
H (8.47, 13.55, 17.11)
H (9.70, 14.75, 16.61)
H (10.02, 11.71, 17.30)
H (10.72, 13.04, 18.23)
H (11.99, 11.79, 16.42)
H (13.69, 13.18, 16.69)
H (12.78, 13.50, 18.08)
H (13.34, 15.65, 16.82)
H (11.65, 15.48, 16.82)
H (13.48, 14.88, 14.66)
H (12.09, 15.69, 14.62)
C (12.65, 17.71, 9.35)
C (13.03, 17.13, 10.73)
C (14.04, 17.98, 11.50)
O (13.38, 15.76, 10.57)
C (12.60, 14.99, 11.52)
C (11.24, 15.77, 11.33)
O (11.83, 17.07, 11.53)
C (10.03, 15.60, 12.34)
O (10.44, 14.61, 13.33)
C (8.77, 15.06, 11.66)
C (7.66, 14.88, 12.47)
C (6.43, 14.49, 11.93)
C (6.29, 14.34, 10.57)
C (7.35, 14.60, 9.77)
C (8.59, 14.91, 10.29)
C (9.65, 16.90, 13.06)
C (9.82, 17.09, 14.42)
C (9.45, 18.31, 15.02)
C (8.90, 19.29, 14.24)
C (8.71, 19.09, 12.89)
C (9.10, 17.92, 12.28)
C (12.65, 13.52, 11.16)
O (12.01, 12.92, 12.27)
C (11.91, 13.22, 9.85)
C (10.81, 12.36, 9.79)
C (10.26, 11.99, 8.56)
C (10.81, 12.49, 7.40)
C (11.84, 13.43, 7.46)
C (12.41, 13.75, 8.66)
C (14.06, 12.83, 10.96)
C (15.25, 13.47, 10.54)
C (16.40, 12.75, 10.34)
C (16.47, 11.41, 10.63)
C (15.37, 10.75, 11.11)
C (14.19, 11.47, 11.29)
H (13.54, 17.76, 8.71)
H (12.29, 18.75, 9.47)
H (11.88, 17.20, 8.86)
H (14.98, 18.08, 10.91)
H (14.24, 17.55, 12.46)
H (13.60, 18.95, 11.72)
H (13.02, 15.06, 12.53)
H (10.99, 15.61, 10.26)
H (7.68, 15.10, 13.55)
H (5.59, 14.35, 12.61)
H (5.34, 14.10, 10.14)
H (7.17, 14.67, 8.69)
H (9.42, 15.14, 9.57)
H (10.28, 16.30, 15.03)
H (9.61, 18.56, 16.08)
H (8.73, 20.29, 14.66)
H (8.42, 19.94, 12.29)
H (9.02, 17.68, 11.22)
H (10.35, 12.02, 10.70)
H (9.38, 11.37, 8.48)
H (10.34, 12.11, 6.49)
H (12.30, 13.88, 6.58)
H (13.21, 14.42, 8.66)
H (15.29, 14.49, 10.26)
H (17.24, 13.25, 9.90)
H (17.39, 10.89, 10.35)
H (15.42, 9.69, 11.23)
H (13.28, 10.96, 11.68)
B (15.86, 11.99, 15.09)
C (14.35, 12.02, 14.69)
N (13.25, 12.19, 14.34)
H (16.28, 10.95, 15.57)
H (15.81, 12.89, 15.88)
H (16.49, 12.43, 14.17)
C (7.37, 9.84, 14.77)
C (7.78, 9.53, 13.34)
C (9.33, 9.47, 13.15)
C (9.65, 9.41, 11.64)
C (11.12, 9.17, 11.27)
C (9.92, 8.20, 13.85)
O (9.52, 7.09, 13.65)
N (10.87, 8.40, 14.86)
C (11.40, 9.63, 15.18)
O (12.19, 9.82, 16.08)
N (10.97, 10.75, 14.44)
C (10.00, 10.71, 13.61)
O (9.69, 11.79, 13.06)
H (6.28, 9.76, 14.78)
H (7.65, 10.90, 14.99)
H (7.85, 9.17, 15.44)
H (7.43, 10.27, 12.63)
H (7.40, 8.56, 13.01)
H (9.37, 10.36, 11.18)
H (8.99, 8.61, 11.30)
H (11.73, 9.95, 11.70)
H (11.32, 9.21, 10.20)
H (11.50, 8.19, 11.60)
H (11.29, 7.55, 15.25)

[3]
Here is 11 unconnected molecules or ions with the total composition C44H55FN3O33 from OMol25. Energies are from wB97M-V/def2-TZVPD.

2S+1: 1
Molecular weight: 1172.9 u
Maximum force: 0.84 eV/A
E: -121265.5785 eV
Total charge: +1
LUMO level: -5.0 eV
HOMO-LUMO gap: 6.10 eV

CARTESIAN COORDINATES (ANGSTROEM)
C (2.81, 5.49, -1.94)
C (1.69, 4.62, -1.38)
C (0.69, 5.45, -0.55)
C (-0.75, 5.29, -0.90)
N (-1.46, 6.41, -1.01)
N (-2.74, 6.32, -1.27)
C (-3.43, 5.20, -1.45)
C (-2.74, 4.00, -1.35)
F (-3.39, 2.85, -1.52)
C (-1.37, 4.02, -1.07)
O (-0.67, 2.91, -0.90)
N (-0.92, 1.72, -1.93)
O (-0.96, 2.09, -2.99)
O (2.21, 3.65, -0.48)
C (2.89, 2.56, -1.11)
C (3.08, 1.45, -0.12)
C (1.99, 0.70, 0.30)
C (2.16, -0.30, 1.23)
C (3.42, -0.56, 1.76)
C (4.51, 0.18, 1.34)
C (4.34, 1.18, 0.41)
H (3.52, 5.70, -1.14)
H (2.43, 6.44, -2.34)
H (3.35, 4.97, -2.73)
H (1.20, 4.08, -2.19)
H (0.91, 6.51, -0.69)
H (0.83, 5.24, 0.51)
H (-3.24, 7.21, -1.31)
H (-4.49, 5.25, -1.66)
H (2.29, 2.22, -1.96)
H (3.87, 2.90, -1.47)
H (1.01, 0.89, -0.10)
H (1.31, -0.89, 1.56)
H (3.53, -1.36, 2.48)
H (5.50, -0.02, 1.74)
H (5.20, 1.77, 0.10)
C (5.66, -2.62, -1.15)
C (6.94, -2.90, -1.93)
O (7.79, -1.83, -1.50)
C (7.37, -1.41, -0.29)
O (7.95, -0.64, 0.41)
O (6.17, -1.96, 0.01)
H (5.12, -3.51, -0.86)
H (4.99, -1.93, -1.67)
H (7.39, -3.85, -1.66)
H (6.81, -2.85, -3.01)
C (2.18, 3.35, 2.86)
C (2.05, 3.98, 4.24)
O (2.02, 2.84, 5.10)
C (2.62, 1.81, 4.46)
O (2.90, 0.77, 4.96)
O (2.86, 2.13, 3.16)
H (2.77, 3.93, 2.16)
H (1.22, 3.11, 2.41)
H (2.92, 4.59, 4.49)
H (1.15, 4.57, 4.36)
C (-2.47, -0.91, -0.56)
C (-3.97, -1.13, -0.54)
O (-4.07, -2.49, -1.00)
C (-2.90, -3.11, -0.75)
O (-2.72, -4.29, -0.86)
O (-1.96, -2.23, -0.36)
H (-2.12, -0.25, 0.23)
H (-2.11, -0.55, -1.53)
H (-4.34, -1.06, 0.48)
H (-4.53, -0.47, -1.20)
C (-3.15, -7.57, -1.29)
C (-4.64, -7.84, -1.31)
O (-4.70, -9.18, -1.79)
C (-3.52, -9.79, -1.52)
O (-3.31, -10.95, -1.64)
O (-2.61, -8.88, -1.09)
H (-2.84, -6.90, -0.50)
H (-2.78, -7.18, -2.24)
H (-5.08, -7.80, -0.32)
H (-5.19, -7.18, -1.98)
C (-1.88, -6.28, -4.65)
C (-0.86, -5.26, -4.17)
O (-0.08, -5.03, -5.34)
C (-0.83, -5.35, -6.43)
O (-0.52, -5.11, -7.55)
O (-1.97, -5.97, -6.05)
H (-2.85, -6.17, -4.18)
H (-1.52, -7.30, -4.54)
H (-1.33, -4.32, -3.87)
H (-0.23, -5.62, -3.36)
C (-7.01, 7.49, -1.19)
C (-7.47, 8.25, 0.04)
O (-6.27, 8.25, 0.85)
C (-5.22, 8.11, 0.05)
O (-4.08, 8.26, 0.37)
O (-5.60, 7.77, -1.21)
H (-7.47, 7.82, -2.11)
H (-7.15, 6.41, -1.09)
H (-7.74, 9.28, -0.17)
H (-8.28, 7.76, 0.58)
C (-4.71, -3.58, 3.68)
C (-3.30, -3.38, 4.21)
O (-2.86, -2.24, 3.44)
C (-3.94, -1.56, 3.04)
O (-3.91, -0.49, 2.50)
O (-5.07, -2.25, 3.27)
H (-5.41, -3.95, 4.43)
H (-4.74, -4.23, 2.80)
H (-3.28, -3.12, 5.27)
H (-2.64, -4.22, 4.03)
C (6.79, 5.03, 6.51)
C (6.29, 4.75, 5.11)
O (5.57, 5.95, 4.79)
C (6.07, 6.95, 5.57)
O (5.80, 8.10, 5.43)
O (6.90, 6.45, 6.51)
H (7.75, 4.58, 6.73)
H (6.07, 4.73, 7.28)
H (7.10, 4.62, 4.39)
H (5.62, 3.89, 5.05)
C (2.68, -6.32, -9.83)
C (1.67, -7.11, -9.02)
O (1.63, -8.36, -9.73)
C (2.79, -8.51, -10.41)
O (3.14, -9.50, -10.95)
O (3.51, -7.35, -10.37)
H (3.28, -5.64, -9.23)
H (2.22, -5.77, -10.65)
H (2.01, -7.30, -8.00)
H (0.68, -6.66, -8.99)
C (-2.16, 0.73, 7.46)
C (-3.64, 0.42, 7.59)
O (-3.70, -0.94, 7.13)
C (-2.48, -1.50, 7.28)
O (-2.26, -2.66, 7.14)
O (-1.57, -0.57, 7.60)
H (-1.78, 1.40, 8.22)
H (-1.91, 1.12, 6.47)
H (-3.98, 0.44, 8.63)
H (-4.28, 1.05, 6.99)

[4]
Here is a molecular structure, C44H55N4O2P2Zr from OMol25. Energies are from wB97M-V/def2-TZVPD.

2S+1: 1
Molecular weight: 825.1 u
Maximum force: 0.84 eV/A
Energy above the lowest of the compared OMol25 structures with the same formula, charge and spin: 0.00 kcal per mole
E: -76433.9913 eV
Total charge: +1
LUMO level: -2.7 eV
HOMO-LUMO gap: 7.35 eV

CARTESIAN COORDINATES (ANGSTROEM)
Zr (-0.77, 0.00, 0.46)
C (-3.68, 0.89, -0.61)
C (-3.42, -0.48, -0.61)
C (-2.21, -0.71, -1.33)
C (-1.73, 0.57, -1.76)
C (-2.64, 1.54, -1.28)
H (-4.52, 1.37, -0.14)
H (-4.02, -1.25, -0.15)
H (-1.82, -1.66, -1.63)
H (-0.86, 0.74, -2.36)
H (-2.54, 2.61, -1.40)
C (1.29, 3.92, 2.93)
C (1.31, 2.55, 2.25)
C (2.72, 1.98, 2.08)
P (0.36, 2.47, 0.65)
C (1.19, 3.37, -0.73)
C (1.84, 4.71, -0.38)
C (2.18, 2.44, -1.43)
C (-1.24, 3.26, 0.98)
C (-1.65, 4.50, 0.50)
C (-2.96, 4.93, 0.65)
C (-3.41, 6.27, 0.15)
C (-3.86, 4.07, 1.29)
C (-3.46, 2.83, 1.76)
C (-2.14, 2.41, 1.62)
N (-1.73, 1.10, 2.04)
C (-2.08, 0.76, 3.36)
C (-2.50, 1.69, 4.31)
C (-2.91, 1.29, 5.58)
C (-2.90, -0.04, 5.97)
C (-3.36, -0.47, 7.34)
C (-2.40, -0.95, 5.06)
C (-1.99, -0.57, 3.79)
P (-1.00, -1.64, 2.73)
C (-1.94, -3.24, 2.63)
C (-1.12, -4.46, 2.20)
C (-3.15, -3.03, 1.72)
C (0.48, -1.99, 3.81)
C (1.65, -2.60, 3.03)
C (0.95, -0.73, 4.53)
H (1.78, 3.85, 3.90)
H (0.27, 4.27, 3.08)
H (1.83, 4.66, 2.35)
H (0.71, 1.87, 2.88)
H (3.36, 2.69, 1.55)
H (2.71, 1.04, 1.53)
H (3.16, 1.81, 3.06)
H (0.35, 3.54, -1.41)
H (2.69, 4.56, 0.28)
H (1.16, 5.41, 0.10)
H (2.22, 5.17, -1.29)
H (3.10, 2.34, -0.85)
H (2.44, 2.83, -2.41)
H (1.75, 1.44, -1.56)
H (-0.95, 5.13, -0.03)
H (-2.63, 6.76, -0.43)
H (-3.67, 6.93, 0.98)
H (-4.30, 6.18, -0.48)
H (-4.89, 4.37, 1.41)
H (-4.18, 2.17, 2.23)
H (-2.53, 2.75, 4.07)
H (-3.24, 2.05, 6.28)
H (-3.77, 0.37, 7.90)
H (-2.54, -0.89, 7.92)
H (-4.13, -1.24, 7.27)
H (-2.31, -2.00, 5.35)
H (-2.31, -3.42, 3.65)
H (-0.66, -4.29, 1.22)
H (-1.79, -5.32, 2.11)
H (-0.35, -4.71, 2.93)
H (-2.82, -2.93, 0.69)
H (-3.72, -2.15, 2.01)
H (-3.81, -3.90, 1.77)
H (0.11, -2.71, 4.55)
H (2.14, -1.83, 2.44)
H (1.36, -3.42, 2.37)
H (2.39, -2.99, 3.73)
H (1.21, 0.05, 3.80)
H (1.85, -0.95, 5.10)
H (0.20, -0.34, 5.21)
N (2.32, -3.08, -7.30)
C (3.26, -3.72, -8.07)
C (3.22, -4.26, -9.36)
C (4.38, -4.84, -9.82)
C (5.54, -4.90, -9.03)
C (5.58, -4.36, -7.76)
C (4.41, -3.76, -7.27)
N (4.17, -3.15, -6.06)
C (2.93, -2.76, -6.11)
C (2.26, -2.06, -5.01)
C (3.02, -1.58, -3.95)
C (2.39, -0.92, -2.92)
N (1.07, -0.72, -2.86)
C (0.35, -1.19, -3.88)
C (0.89, -1.86, -4.96)
H (1.39, -2.82, -7.58)
H (2.32, -4.22, -9.97)
H (4.40, -5.28, -10.81)
H (6.42, -5.37, -9.44)
H (6.47, -4.40, -7.15)
H (4.10, -1.72, -3.96)
H (2.97, -0.53, -2.09)
H (-0.72, -1.02, -3.83)
H (0.23, -2.22, -5.74)
O (-0.03, -2.13, -0.13)
C (1.15, -1.74, 0.00)
O (1.38, -0.58, 0.47)
H (1.99, -2.39, -0.28)